DFT (ωB97M-V with the def2-TZVPD basis set) results for 4 unconnected molecules or ions with the total composition C2H13NO4 in a non-equilibrium geometry.

XYZ file:
```
20
Properties=species:S:1:pos:R:3:forces:R:3:mulliken_charge:R:1
N -0.7379 -1.3393 0.1502 -2.30 0.69 2.70 -0.39
C -1.5856 -0.9133 1.2983 0.66 -0.47 -0.85 -0.60
C -1.0014 0.2965 2.0107 0.42 0.34 0.67 -0.35
O 0.4392 0.2186 2.1249 -0.25 -0.11 -0.40 -0.53
H -1.3051 -1.2951 -0.6781 1.30 -0.32 -0.42 0.34
H 0.1808 -1.4161 0.5231 0.82 -0.14 -1.72 0.17
H -2.5478 -0.6588 0.8521 -0.21 -0.09 0.53 0.39
H -1.6695 -1.7590 1.9931 -0.34 0.15 0.08 0.21
H -1.2773 1.2051 1.4872 0.49 0.17 -0.31 0.28
H -1.3273 0.4501 3.0444 -0.65 -0.37 -0.13 0.29
H 0.6276 -0.6572 2.4786 0.11 0.09 0.22 0.26
O 2.4805 2.3606 1.3691 0.02 0.32 -0.35 -0.62
H 3.4200 2.5291 1.4865 -0.12 -0.17 0.20 0.31
H 2.1890 1.7286 2.0304 0.00 -0.17 0.06 0.31
O -1.9970 -0.8510 -2.4632 -0.08 0.94 0.87 -0.70
H -2.4437 -1.4554 -3.0552 0.77 -0.38 -0.21 0.32
H -1.0346 -0.9366 -2.3639 -0.63 -0.48 -0.99 0.31
O 1.8668 0.1009 -3.7592 -0.23 0.01 0.26 -0.64
H 1.4074 0.9346 -3.8913 0.01 0.14 -0.24 0.32
H 1.7081 -0.0645 -2.8235 0.21 -0.13 0.04 0.31
```
Forces are in eV/Å.

Values from the calculation:
HOMO ... -8.80 eV
Energy relative to the best compared isomer or geometry (same formula, charge and spin) ... 187.9 kJ/mol
LUMO ... 0.56 eV
Max |F| ... 3.6 eV/A
Frontier orbital gap ... 9.36 eV
DFT total energy ... -11963.51921 eV

---

DFT (ωB97M-V with the def2-TZVPD basis set) results for 6 unconnected molecules or ions with the total composition C41H43BF5INO4 in a non-equilibrium geometry.

XYZ file:
```
96
Properties=species:S:1:pos:R:3:forces:R:3:mulliken_charge:R:1
C 4.8418 -2.8485 5.5480 0.48 1.13 -1.45 -0.60
C 5.1980 -2.0172 4.4639 -0.79 -0.90 1.26 -0.11
C 4.3441 -0.7763 3.9224 1.72 0.64 0.21 -1.03
C 3.2919 -1.1786 2.7641 -1.16 -1.52 1.60 1.16
C 2.0852 -0.1204 2.7573 -0.21 0.99 0.73 -0.69
C 0.8187 -0.5770 3.6328 -1.11 1.28 1.32 0.07
N 0.2423 0.2740 4.4787 1.41 -2.10 -1.82 -0.84
O 2.7097 -2.3917 3.2799 0.38 0.87 -0.14 -0.58
B 2.7827 -3.4856 2.2945 -0.24 0.42 -0.54 1.41
C 2.7902 -5.0019 2.9096 1.09 0.98 0.74 -0.43
O 2.5799 -5.9412 1.8181 -1.49 -0.43 0.97 -0.41
C 1.1885 -6.3217 1.6981 0.44 -0.42 -0.60 -0.35
O 3.9454 -3.0800 1.4455 0.49 1.79 -0.58 -0.88
C 3.9958 -1.6315 1.3778 1.02 -1.40 0.90 -0.16
C 3.5447 -0.9607 -0.0098 -0.52 -0.15 -0.94 -0.32
C 2.3307 -1.7442 -0.7434 2.99 -3.66 -1.87 0.11
O 2.5795 -2.7447 -1.4504 -1.33 4.35 2.79 -0.52
I 0.2457 -1.1486 -0.5192 0.43 0.08 0.00 -0.06
H 4.2277 -2.4824 6.4464 0.29 -0.63 -1.96 0.23
H 5.1140 -3.9678 5.5580 0.30 2.11 0.25 0.18
H 6.1549 -2.2597 3.8780 -1.97 -0.14 0.41 0.22
H 5.0925 -0.0408 3.4439 -1.02 -0.78 0.78 0.30
H 3.8368 -0.2200 4.7918 0.46 -1.01 -1.32 0.44
H 1.7110 0.1861 1.7250 0.49 -0.65 1.25 0.13
H 2.4567 0.8538 3.2587 -0.70 -1.37 -0.81 0.20
H 0.3301 -1.6079 3.5619 1.30 1.28 -0.46 0.30
H -0.5555 -0.2046 4.9468 0.64 0.28 -0.55 0.30
H 1.8325 -3.3998 1.5440 -0.96 -0.10 -0.35 -0.45
H 1.9968 -5.0418 3.7330 0.74 -0.36 -1.05 0.07
H 3.8027 -5.2267 3.4238 -1.40 -0.04 -0.85 0.05
H 1.1821 -7.2828 1.0553 -0.09 1.37 1.16 0.06
H 0.7512 -6.5072 2.7444 0.39 0.16 -1.51 0.23
H 0.5730 -5.5478 1.1202 0.78 -0.79 1.00 0.16
H 5.1252 -1.4492 1.4104 -1.43 0.41 0.11 0.18
H 3.3242 0.1595 0.0486 0.10 -1.54 0.25 0.19
H 4.4332 -1.0641 -0.7408 -1.54 -0.08 1.06 0.41
F -3.0909 -1.3978 5.0934 0.06 -0.06 0.04 -0.31
C -3.8937 -0.3629 4.8055 -0.42 0.57 -0.18 0.27
C -4.4654 0.3634 5.8386 0.04 -0.06 0.17 -0.40
C -5.2939 1.4400 5.5399 0.08 -0.13 -0.32 -0.34
C -5.5499 1.7714 4.2118 -0.04 0.04 0.03 -0.43
C -4.9742 1.0319 3.1827 0.01 -0.02 0.33 -0.36
C -4.1369 -0.0378 3.4804 0.07 -0.13 -0.14 -0.31
H -4.2611 0.0855 6.8660 0.04 -0.01 -0.07 0.39
H -5.7402 2.0197 6.3408 0.06 -0.08 -0.05 0.34
H -6.2000 2.6090 3.9796 0.07 -0.08 0.02 0.35
H -5.1776 1.2888 2.1486 0.07 -0.05 0.09 0.35
H -3.6731 -0.6189 2.6921 0.02 0.01 0.08 0.45
F -0.6022 -8.8840 -0.2273 -0.02 0.00 -0.06 -0.31
C -0.7925 -9.9182 0.6025 -0.07 -0.48 0.42 0.31
C 0.1225 -10.9594 0.6144 0.14 -0.01 -0.11 -0.36
C -0.0725 -12.0307 1.4797 -0.29 0.21 0.05 -0.32
C -1.1860 -12.0542 2.3158 0.02 -0.07 0.02 -0.43
C -2.1008 -11.0057 2.2920 0.27 -0.06 -0.16 -0.31
C -1.9008 -9.9287 1.4350 -0.12 0.12 -0.02 -0.43
H 0.9787 -10.9276 -0.0492 -0.05 0.07 0.05 0.40
H 0.6417 -12.8468 1.5023 -0.05 0.10 -0.03 0.34
H -1.3397 -12.8928 2.9876 0.02 0.09 -0.06 0.35
H -2.9698 -11.0271 2.9411 0.09 0.05 -0.06 0.35
H -2.5979 -9.0996 1.4097 0.08 -0.02 -0.03 0.40
F 2.8746 2.6364 -1.1325 -0.05 0.01 0.10 -0.33
C 3.5642 2.6141 -2.2828 0.42 -0.04 -0.68 0.26
C 4.9496 2.5840 -2.2457 0.08 0.00 0.20 -0.28
C 5.6643 2.5557 -3.4388 -0.33 0.03 -0.12 -0.45
C 4.9858 2.5687 -4.6550 0.06 0.01 -0.03 -0.49
C 3.5944 2.6040 -4.6797 0.24 0.00 0.25 -0.37
C 2.8789 2.6211 -3.4874 -0.22 0.03 0.11 -0.48
H 5.4604 2.5827 -1.2897 -0.07 -0.03 -0.03 0.44
H 6.7484 2.5242 -3.4212 -0.11 0.00 0.04 0.36
H 5.5444 2.5510 -5.5855 -0.06 -0.01 0.09 0.35
H 3.0672 2.6180 -5.6278 0.00 -0.03 0.12 0.38
H 1.7960 2.6395 -3.4881 0.25 -0.02 0.08 0.64
F -0.0250 2.6027 -4.4231 -0.13 -0.13 -0.10 -0.34
C -0.8296 3.6434 -4.6912 -0.51 0.64 -0.15 0.22
C -1.3894 4.3578 -3.6437 0.07 -0.07 0.18 -0.23
C -2.2189 5.4394 -3.9212 0.09 -0.12 -0.32 -0.54
C -2.4876 5.7872 -5.2427 0.03 0.00 -0.12 -0.06
C -1.9235 5.0591 -6.2865 0.04 -0.03 0.37 -0.43
C -1.0850 3.9842 -6.0098 0.10 -0.13 -0.13 -0.45
H -1.1753 4.0671 -2.6217 0.03 -0.02 -0.07 0.45
H -2.6562 6.0103 -3.1092 0.04 -0.08 -0.07 0.35
H -3.1369 6.6265 -5.4575 0.13 -0.19 0.02 0.25
H -2.1370 5.3287 -7.3155 0.05 -0.05 0.09 0.37
H -0.6302 3.4116 -6.8096 -0.02 -0.02 0.08 0.41
F -4.4115 7.8714 -4.2642 -0.10 0.03 0.16 -0.23
C -4.8729 9.0459 -4.7233 -0.29 0.73 -0.25 0.56
C -5.6184 9.8588 -3.8842 -0.01 -0.08 0.17 -0.54
C -6.0920 11.0776 -4.3582 0.16 -0.13 -0.29 -0.38
C -5.8238 11.4645 -5.6691 -0.03 0.04 0.02 -0.51
C -5.0782 10.6375 -6.5040 -0.10 0.00 0.29 -0.39
C -4.5949 9.4235 -6.0275 0.09 -0.15 -0.07 -0.33
H -5.8239 9.5372 -2.8700 0.05 -0.01 -0.06 0.40
H -6.6699 11.7251 -3.7077 0.05 -0.10 -0.04 0.35
H -6.1975 12.4137 -6.0393 0.04 -0.10 0.04 0.35
H -4.8735 10.9383 -7.5259 0.01 -0.06 0.11 0.34
H -4.0053 8.7711 -6.6609 -0.04 0.01 0.05 0.38
```
Forces are in eV/Å.

Values from the calculation:
HOMO ... -3.99 eV
Charge ... -1
LUMO ... 1.75 eV
Max |F| ... 5.3 eV/A
Frontier orbital gap ... 5.74 eV
DFT total energy ... -75256.38840 eV

---

DFT (ωB97M-V with the def2-TZVPD basis set) results for a molecular structure, C17H18N3Yb in a non-equilibrium geometry.

XYZ file:
```
39
Properties=species:S:1:pos:R:3:forces:R:3:mulliken_charge:R:1
C -2.2831 1.3570 -1.5444 -0.70 0.43 -0.14 -0.40
C -1.3981 2.3769 -1.5593 -0.45 0.49 -0.06 -0.49
H -2.7673 0.9870 -0.6108 0.48 0.48 -0.74 0.26
H -2.5740 0.8093 -2.4695 0.14 0.61 0.52 0.41
H -0.9315 2.7585 -2.4954 -0.46 -0.37 0.52 0.38
H -1.0541 2.8849 -0.6299 -0.53 -0.33 -0.60 0.30
Yb -0.0187 0.3155 -1.3227 1.06 -1.00 1.17 0.90
C 0.2783 -1.5413 -2.9516 0.57 0.09 0.22 -0.48
C 0.1604 -0.3519 -3.7341 -0.11 -0.12 0.12 -0.58
C 2.1378 -0.2143 -2.5394 -0.39 -0.05 0.02 -0.67
C 1.5160 -1.4611 -2.2163 -0.41 0.24 -0.22 -0.35
H -0.6793 -0.1125 -4.3945 0.46 -0.13 0.15 0.60
H 1.4918 1.4572 -3.9130 -0.05 -0.51 0.09 0.54
H 3.0857 0.1580 -2.1245 -0.50 -0.24 -0.44 0.57
C 1.2917 0.4721 -3.4777 0.24 -0.18 0.35 -0.37
H 1.8888 -2.2058 -1.4986 -0.10 0.36 -0.53 0.48
H -0.4376 -2.3708 -2.9174 0.39 0.36 -0.15 0.46
N -1.1092 0.9454 1.4593 -0.40 0.25 -0.34 0.21
C -1.4324 -0.4411 1.3909 -0.04 -0.47 0.07 0.44
C -2.1533 -1.0862 2.3934 0.09 -0.04 -0.22 -0.93
C -2.1466 -2.4873 2.4064 0.24 0.55 -0.74 -0.37
C -1.4235 -3.1635 1.4016 0.29 -0.06 -0.21 -0.79
C -0.8336 -2.4455 0.3703 -0.69 0.56 0.53 -0.09
N -0.9486 -1.0909 0.3333 1.16 -0.24 -0.23 0.04
C 0.2589 1.2665 1.6751 0.21 0.06 -0.11 0.50
C 0.7161 1.8495 2.8515 0.19 -0.04 0.01 -0.81
C 2.1008 1.8199 3.0915 -0.40 -0.21 -1.00 -0.34
C 2.9434 1.2096 2.1304 0.09 -0.29 -0.30 -0.75
C 2.3972 0.7575 0.9279 -0.50 0.70 0.59 -0.15
N 1.0675 0.9124 0.6721 0.59 -1.01 0.15 -0.11
H -1.7006 1.3973 2.1364 -0.20 0.30 0.15 0.39
H -2.6768 -0.4309 3.0907 0.17 -0.61 0.27 0.37
H -2.6577 -3.0439 3.1816 0.01 0.06 -0.02 0.47
H -1.3008 -4.2448 1.3935 -0.18 0.24 0.20 0.44
H -0.2274 -2.8599 -0.4375 -0.54 -0.25 0.29 0.32
H -0.0509 2.2843 3.5084 0.74 -0.32 0.10 0.36
H 2.5195 2.2226 4.0043 -0.05 0.01 -0.02 0.47
H 4.0247 1.0774 2.2892 -0.70 0.16 0.09 0.42
H 2.9266 0.2332 0.1291 0.28 0.52 0.46 0.35
```
Forces are in eV/Å.

Values from the calculation:
HOMO (spin up / spin down) ... -15.80 / -15.80 eV
Charge ... +2
2S+1 ... 2
LUMO (spin up / spin down) ... -7.63 / -7.62 eV
Max |F| ... 1.9 eV/A
Frontier orbital gap (spin up / spin down) ... 8.17 / 8.17 eV
DFT total energy ... -53906.56244 eV

---

DFT (ωB97M-V with the def2-TZVPD basis set) results for a molecular structure, C35H52As3N2O2PtS2 in a non-equilibrium geometry.

XYZ file:
```
97
Properties=species:S:1:pos:R:3:forces:R:3:mulliken_charge:R:1
Pt 0.0776 -0.3735 -0.6813 -0.40 -0.24 -1.31 2.72
C 5.4932 -0.3254 0.7031 -0.02 0.08 -0.03 -0.68
C 5.2312 0.2611 -0.6810 -0.06 -0.05 0.18 -1.13
N 4.2900 1.3852 -0.6680 0.05 0.09 -0.12 0.08
C 4.8526 2.7422 -0.5610 -0.06 0.05 0.08 -0.66
C 4.8212 3.2857 0.8619 0.00 -0.07 -0.03 -1.09
C 2.9610 1.2268 -0.7250 0.07 -0.40 -0.02 0.36
S 2.4067 -0.4268 -0.8063 -0.38 -0.10 0.20 -0.65
N 2.2476 2.3443 -0.6823 0.00 0.25 0.32 -0.21
C 0.9522 2.4776 -0.8877 0.18 0.11 -0.07 0.18
O 0.1214 1.6031 -1.2739 -0.36 0.02 0.55 -1.12
C 0.4115 3.8543 -0.6970 -0.09 -0.03 -0.19 0.17
C -0.9688 4.0373 -0.6537 0.01 0.02 0.01 -0.32
C -1.5005 5.3058 -0.4899 -0.02 -0.02 0.02 -0.71
C -0.6554 6.4019 -0.3771 0.03 0.00 0.00 -0.37
C 0.7217 6.2262 -0.4253 0.00 -0.05 0.02 -0.76
C 1.2546 4.9562 -0.5825 0.04 0.00 0.02 -0.10
H 6.1649 -1.1805 0.6167 -0.01 0.01 0.02 0.42
H 4.5611 -0.6626 1.1582 0.03 -0.01 0.01 0.08
H 5.9611 0.4092 1.3595 0.00 -0.03 -0.01 0.28
H 4.8445 -0.5126 -1.3402 0.02 0.02 -0.09 0.54
H 6.1610 0.6267 -1.1129 -0.02 0.02 -0.05 0.42
H 4.2833 3.3964 -1.2150 0.03 0.00 -0.06 0.45
H 5.8753 2.6977 -0.9314 0.00 -0.05 -0.02 0.42
H 3.7949 3.3114 1.2273 0.02 0.02 0.02 0.23
H 5.2235 4.2996 0.8796 0.00 -0.02 0.01 0.37
H 5.4216 2.6717 1.5340 -0.01 0.03 0.01 0.37
H -1.6112 3.1722 -0.7478 -0.01 0.02 0.00 0.56
H -2.5735 5.4438 -0.4495 0.01 0.00 -0.01 0.42
H -1.0701 7.3941 -0.2539 0.01 -0.01 0.00 0.39
H 1.3817 7.0796 -0.3413 -0.01 0.00 -0.01 0.43
H 2.3250 4.8052 -0.6261 -0.04 0.01 0.01 0.30
C -3.8147 0.9565 -0.7782 0.37 0.43 0.00 -1.57
As -2.4306 -0.3946 -0.7565 0.48 -1.06 0.18 0.39
C -3.0470 -1.4337 0.7714 -0.07 0.15 0.07 -0.97
C -3.1273 -1.5366 -2.1977 0.08 0.22 -0.18 -1.46
C -2.1546 -2.4606 -2.9363 0.07 0.02 -0.18 2.54
C -1.0949 -1.6696 -3.7081 -0.11 -0.09 -0.07 -1.44
C -1.5088 -3.4267 -1.9252 -0.05 0.04 0.09 -1.64
As -0.0126 -2.7591 -0.8537 0.19 0.28 -0.16 0.30
C -0.0028 -4.0253 0.6084 0.00 0.15 0.19 -1.35
C 1.5075 -3.4022 -1.8584 0.11 0.03 -0.01 -1.38
C -2.9592 -3.3366 -3.9226 -0.10 -0.01 0.16 -2.13
As -3.9427 -2.7264 -5.5509 0.03 -0.02 -0.02 0.32
C -4.3291 -0.8118 -5.3185 0.00 0.00 0.03 -1.12
C -2.4279 -2.4975 -6.7788 0.02 0.03 -0.03 -1.09
H -4.7739 0.4436 -0.8064 0.01 -0.05 0.00 0.48
H -3.7074 1.5938 -1.6536 -0.02 -0.01 -0.02 0.42
H -3.7470 1.5704 0.1177 -0.02 0.00 0.02 0.46
H -4.0459 -1.8241 0.5785 -0.02 0.03 0.00 0.57
H -3.0776 -0.7989 1.6575 0.03 -0.01 0.00 0.34
H -2.3648 -2.2595 0.9600 0.00 0.00 0.01 0.02
H -3.5885 -0.8661 -2.9195 -0.03 0.09 0.01 0.33
H -3.9307 -2.1240 -1.7457 -0.01 -0.01 -0.01 0.66
H -0.4803 -1.0508 -3.0554 0.05 0.00 0.00 -0.04
H -1.5726 -1.0039 -4.4235 0.00 0.00 -0.06 0.15
H -0.4415 -2.3483 -4.2623 -0.02 0.01 -0.02 0.44
H -1.1173 -4.3013 -2.4486 0.09 -0.01 0.04 0.73
H -2.2620 -3.7915 -1.2215 -0.03 -0.03 -0.02 0.43
H 0.0167 -5.0319 0.1940 -0.01 -0.01 -0.02 0.46
H -0.8774 -3.9067 1.2447 0.00 0.00 -0.01 0.38
H 0.8910 -3.8609 1.2083 0.01 -0.01 0.01 0.39
H 1.3446 -4.4386 -2.1499 -0.02 -0.02 0.03 0.50
H 2.3993 -3.3327 -1.2373 0.00 -0.01 0.00 0.44
H 1.6539 -2.7831 -2.7406 -0.03 0.00 -0.01 0.40
H -3.7055 -3.8987 -3.3531 0.00 -0.01 0.01 0.48
H -2.2859 -4.0873 -4.3494 0.01 -0.01 0.01 0.55
H -5.1178 -0.6573 -4.5832 0.00 -0.01 0.00 0.31
H -4.7056 -0.4707 -6.2833 -0.01 0.00 0.00 0.40
H -3.4575 -0.2107 -5.0631 0.00 0.01 0.00 0.30
H -1.8268 -3.4065 -6.7987 -0.02 -0.01 0.01 0.33
H -1.7940 -1.6530 -6.5176 0.03 0.00 0.01 0.30
H -2.8244 -2.3361 -7.7806 -0.02 -0.01 0.01 0.39
O 0.0395 0.2065 1.8012 -0.17 0.08 0.49 -0.72
S -0.2936 -0.7840 2.8778 0.21 0.27 0.04 0.66
C 1.1796 -0.8586 3.8986 0.01 -0.07 0.01 0.52
C 2.3251 -0.2446 3.4234 0.05 0.01 0.00 -0.54
C 3.4917 -0.3327 4.1752 -0.05 -0.03 0.02 -0.56
C 3.4968 -1.0304 5.3739 0.03 0.01 -0.01 -0.61
C 2.3371 -1.6444 5.8351 -0.02 -0.01 -0.02 -0.69
C 1.1695 -1.5658 5.0938 0.03 0.01 -0.02 -0.51
C -1.3658 0.0789 4.0197 -0.07 -0.02 -0.04 0.16
C -2.3466 -0.6251 4.7010 0.00 -0.01 -0.03 -0.07
C -3.2248 0.0684 5.5245 0.02 0.00 0.04 -0.68
C -3.1130 1.4456 5.6496 0.03 0.00 0.00 -0.44
C -2.1228 2.1385 4.9593 0.02 -0.04 0.00 -0.77
C -1.2425 1.4559 4.1346 -0.05 0.04 0.02 -0.42
H 2.2930 0.2915 2.4824 -0.01 -0.02 0.01 0.52
H 4.3958 0.1449 3.8196 -0.01 0.00 0.01 0.45
H 4.4084 -1.1008 5.9531 -0.02 0.01 0.00 0.40
H 2.3433 -2.1847 6.7725 0.01 0.00 -0.01 0.40
H 0.2606 -2.0398 5.4472 0.02 0.01 0.01 0.40
H -2.4309 -1.7006 4.5868 -0.02 0.03 -0.03 0.44
H -3.9981 -0.4660 6.0608 0.01 0.01 -0.01 0.41
H -3.8028 1.9845 6.2862 0.01 0.00 -0.01 0.40
H -2.0373 3.2121 5.0637 -0.02 -0.01 0.00 0.43
H -0.4795 1.9762 3.5680 -0.01 -0.02 0.00 0.38
```
Forces are in eV/Å.

Values from the calculation:
HOMO ... -10.52 eV
Charge ... +1
Energy relative to the best compared isomer or geometry (same formula, charge and spin) ... 13.3 kJ/mol
LUMO ... -2.53 eV
Max |F| ... 1.4 eV/A
Frontier orbital gap ... 7.99 eV
DFT total energy ... -251642.91616 eV